(1)
{
  "formula": "C7H28O7",
  "method": "ωB97M-V/def2-TZVPD",
  "molar_mass_g_mol": 224.29,
  "smiles": "CO.CO.CO.CO.CO.CO.CO",
  "homo_lumo_gap_ev": 8.557,
  "e_above_lowest_ev": 4.9739,
  "max_force_ev_per_a": 3.31,
  "homo_energy_ev": -8.52,
  "lumo_ev": 0.04,
  "e_tot_ha": -809.9883,
  "symbols": ["C", "O", "H", "H", "H", "H", "C", "O", "H", "H", "H", "H", "C", "O", "H", "H", "H", "H", "C", "O", "H", "H", "H", "H", "C", "O", "H", "H", "H", "H", "C", "O", "H", "H", "H", "H", "C", "O", "H", "H", "H", "H"],
  "coordinates": [[-1.460, 1.565, 0.533], [-2.037, 0.484, 1.244], [-1.972, 2.525, 0.633], [-1.363, 1.302, -0.514], [-0.403, 1.674, 0.778], [-2.833, 0.275, 0.659], [-3.724, -3.667, 0.032], [-2.914, -2.568, -0.075], [-4.710, -3.429, 0.234], [-3.407, -4.376, 0.769], [-3.765, -4.267, -0.863], [-3.271, -1.888, -0.643], [-2.233, -1.287, -3.021], [-2.239, -0.415, -1.947], [-2.461, -2.331, -2.821], [-1.330, -1.265, -3.656], [-3.059, -0.849, -3.613], [-2.074, 0.464, -2.363], [1.106, -1.470, 2.900], [0.455, -0.229, 2.940], [0.665, -2.194, 3.688], [2.155, -1.369, 2.914], [0.969, -1.951, 1.913], [1.068, 0.429, 2.512], [3.370, 2.381, -1.254], [2.002, 2.576, -0.997], [3.894, 3.296, -1.045], [3.563, 2.035, -2.231], [3.775, 1.555, -0.586], [1.579, 3.131, -1.653], [3.008, 2.357, 2.279], [2.175, 1.456, 1.649], [2.813, 3.345, 1.765], [4.102, 2.110, 2.158], [2.715, 2.551, 3.284], [1.934, 1.787, 0.789], [1.000, -0.457, -1.068], [-0.049, -1.426, -0.762], [1.034, -0.146, -2.112], [1.884, -0.955, -0.730], [0.865, 0.425, -0.463], [-0.815, -1.190, -1.264]]
}



(2)
{
  "formula": "C23H24F24IN2O3",
  "method": "ωB97M-V/def2-TZVPD",
  "molar_mass_g_mol": 959.31,
  "homo_lumo_gap_ev": 8.981,
  "max_force_ev_per_a": 2.78,
  "homo_energy_ev": -11.98,
  "lumo_ev": -3.00,
  "e_tot_ha": -3920.2602,
  "total_charge": 1,
  "symbols": ["C", "C", "C", "N", "C", "N", "C", "C", "C", "C", "I", "H", "H", "H", "H", "H", "H", "H", "H", "H", "H", "H", "H", "C", "C", "C", "F", "F", "F", "F", "O", "C", "C", "F", "F", "F", "F", "H", "H", "H", "H", "C", "C", "C", "F", "F", "F", "F", "O", "C", "C", "F", "F", "F", "F", "H", "H", "H", "H", "C", "C", "C", "F", "F", "F", "F", "O", "C", "C", "F", "F", "F", "F", "H", "H", "H", "H"],
  "coordinates": [[-1.165, 3.598, -1.132], [-1.651, 2.412, -1.552], [-2.585, 1.676, -0.682], [-3.999, 1.608, -0.697], [-4.396, 0.847, 0.265], [-3.361, 0.369, 0.909], [-2.212, 0.896, 0.318], [-0.852, 0.576, 0.844], [-0.758, 0.856, 2.360], [-1.266, 2.219, 2.797], [0.053, 3.824, 2.298], [-1.866, 4.346, -0.772], [-0.100, 3.800, -1.107], [-1.362, 1.947, -2.489], [-4.584, 2.112, -1.347], [-5.420, 0.627, 0.511], [-3.387, -0.254, 1.701], [-0.664, -0.477, 0.648], [-0.104, 1.142, 0.297], [0.296, 0.798, 2.625], [-1.273, 0.060, 2.908], [-2.259, 2.469, 2.429], [-1.341, 2.212, 3.881], [-3.224, -4.132, 1.354], [-2.344, -3.574, 0.216], [-3.040, -3.214, -1.100], [-3.620, -4.273, -1.676], [-2.119, -2.729, -1.971], [-1.320, -4.412, -0.006], [-1.785, -2.408, 0.693], [-3.257, -5.532, 1.557], [-4.139, -6.347, 0.862], [-3.409, -7.348, -0.039], [-2.628, -6.710, -0.935], [-4.318, -8.076, -0.722], [-5.049, -5.617, 0.187], [-4.819, -7.054, 1.784], [-2.765, -3.754, 2.269], [-4.229, -3.705, 1.335], [-3.797, -2.438, -0.938], [-2.785, -8.015, 0.559], [3.094, 6.110, -5.531], [2.061, 7.169, -5.096], [1.959, 7.497, -3.603], [1.597, 6.424, -2.867], [1.010, 8.443, -3.418], [0.846, 6.836, -5.586], [2.424, 8.329, -5.707], [2.636, 4.783, -5.783], [2.520, 3.851, -4.776], [1.068, 3.409, -4.574], [0.272, 4.451, -4.268], [0.999, 2.531, -3.539], [3.082, 4.281, -3.629], [3.217, 2.760, -5.163], [3.443, 6.446, -6.506], [3.976, 6.117, -4.892], [2.909, 7.884, -3.225], [0.681, 2.933, -5.477], [4.365, -3.261, 2.534], [2.917, -3.788, 2.577], [1.783, -2.772, 2.425], [1.776, -1.851, 3.409], [0.590, -3.417, 2.480], [2.737, -4.520, 3.697], [2.789, -4.645, 1.525], [5.049, -3.060, 3.765], [4.939, -1.877, 4.471], [4.290, -2.081, 5.843], [3.055, -2.610, 5.723], [4.168, -0.885, 6.464], [4.312, -0.925, 3.748], [6.195, -1.433, 4.685], [4.934, -4.056, 2.054], [4.463, -2.398, 1.875], [1.846, -2.255, 1.463], [4.898, -2.747, 6.458]]
}



(3)
{
  "formula": "C6H14AlNO3",
  "method": "ωB97M-V/def2-TZVPD",
  "molar_mass_g_mol": 175.16,
  "multiplicity": 2,
  "homo_lumo_gap_ev": [4.630, 4.027],
  "max_force_ev_per_a": 1.84,
  "homo_energy_ev": [-20.43, -20.34],
  "lumo_ev": [-15.80, -16.31],
  "e_tot_ha": -758.5009,
  "total_charge": 3,
  "symbols": ["Al", "C", "C", "O", "O", "H", "H", "H", "C", "C", "C", "O", "C", "N", "H", "H", "H", "H", "H", "H", "H", "H", "H", "H", "H"],
  "coordinates": [[0.097, 1.164, 1.049], [-2.350, 0.923, 5.493], [-2.397, 1.371, 4.048], [-2.961, 2.429, 3.774], [-1.828, 0.575, 3.263], [-1.407, 0.823, 6.031], [-2.835, -0.049, 5.590], [-2.938, 1.559, 6.154], [0.181, 0.044, -3.968], [0.070, -0.106, -2.419], [0.993, -1.160, -1.881], [1.254, -1.025, -0.481], [2.361, -1.878, -0.166], [0.425, 1.228, -1.993], [-0.009, 1.054, -4.331], [-0.526, -0.597, -4.496], [1.121, -0.067, -4.508], [-0.900, -0.445, -2.056], [1.954, -0.995, -2.369], [0.594, -2.162, -2.041], [2.241, -2.883, -0.569], [2.316, -2.070, 0.906], [3.239, -1.350, -0.539], [-0.055, 2.037, -2.360], [1.361, 1.580, -2.131]]
}



(4)
{
  "formula": "C5H12O",
  "method": "ωB97M-V/def2-TZVPD",
  "molar_mass_g_mol": 88.15,
  "multiplicity": 2,
  "homo_lumo_gap_ev": [2.304, 9.877],
  "e_above_lowest_ev": 1.0344,
  "max_force_ev_per_a": 1.39,
  "homo_energy_ev": [1.38, -6.24],
  "lumo_ev": [3.68, 3.64],
  "e_tot_ha": -272.8420,
  "total_charge": -1,
  "symbols": ["C", "C", "C", "H", "H", "H", "H", "H", "H", "C", "O", "C", "H", "H", "H", "H", "H", "H"],
  "coordinates": [[-2.607, -0.215, -3.863], [-3.076, -0.571, -2.476], [-3.179, 0.326, -1.501], [-3.444, -0.308, -4.554], [-2.257, 0.782, -3.900], [-1.798, -0.855, -4.164], [-3.524, -1.547, -2.329], [-3.622, 0.064, -0.548], [-2.754, 1.314, -1.608], [2.477, 0.321, 3.202], [1.540, 0.637, 2.177], [3.857, -0.064, 2.671], [2.567, 1.270, 3.709], [2.085, -0.475, 3.837], [1.064, -0.132, 1.823], [3.973, 0.049, 1.592], [4.667, 0.525, 3.111], [4.031, -1.124, 2.821]]
}



(5)
{
  "formula": "C15H31FMoP2",
  "method": "ωB97M-V/def2-TZVPD",
  "molar_mass_g_mol": 388.30,
  "multiplicity": 3,
  "homo_lumo_gap_ev": [7.268, 8.337],
  "max_force_ev_per_a": 7.42,
  "homo_energy_ev": [-14.24, -14.66],
  "lumo_ev": [-6.97, -6.32],
  "e_tot_ha": -1440.2026,
  "total_charge": 2,
  "symbols": ["P", "P", "C", "C", "H", "H", "H", "H", "C", "H", "H", "H", "C", "H", "H", "H", "C", "H", "H", "H", "C", "H", "H", "H", "Mo", "C", "C", "C", "C", "C", "C", "C", "C", "C", "H", "H", "H", "H", "H", "H", "H", "H", "H", "H", "H", "H", "H", "H", "H", "F"],
  "coordinates": [[5.255, 1.663, -1.618], [2.496, 3.538, -3.703], [5.175, 2.668, -3.127], [4.207, 3.870, -3.099], [4.988, 1.997, -3.982], [6.195, 3.062, -3.277], [4.167, 4.361, -2.111], [4.592, 4.627, -3.798], [2.759, 3.799, -5.502], [1.863, 3.513, -6.069], [3.612, 3.201, -5.856], [2.969, 4.861, -5.696], [1.410, 4.893, -3.218], [1.467, 5.699, -3.960], [1.704, 5.297, -2.240], [0.370, 4.551, -3.173], [6.681, 0.575, -1.890], [6.724, -0.204, -1.116], [7.615, 1.154, -1.853], [6.620, 0.089, -2.874], [5.653, 2.779, -0.260], [5.060, 3.704, -0.298], [6.716, 3.056, -0.327], [5.468, 2.285, 0.703], [0.746, 0.659, -0.186], [0.740, 1.790, -2.481], [1.777, 1.879, -3.612], [2.713, 0.614, -3.697], [3.166, -0.138, -2.434], [3.872, 0.613, -1.256], [2.890, 1.270, -0.260], [2.285, 2.622, -0.643], [0.872, 2.646, -1.226], [0.511, 1.168, 1.840], [-0.290, 1.750, -2.870], [1.201, 1.847, -4.566], [3.572, 0.826, -4.354], [2.107, -0.123, -4.254], [2.318, -0.712, -2.023], [3.890, -0.903, -2.772], [4.387, -0.161, -0.653], [3.327, 1.346, 0.758], [2.949, 3.074, -1.403], [2.364, 3.322, 0.212], [0.171, 2.250, -0.387], [0.516, 3.681, -1.322], [-0.320, 1.870, 2.019], [1.439, 1.520, 2.316], [0.244, 0.161, 2.238], [0.415, -1.381, -0.362]]
}



(6)
{
  "formula": "C26H43BrIIrN8S2",
  "method": "ωB97M-V/def2-TZVPD",
  "molar_mass_g_mol": 930.85,
  "multiplicity": 2,
  "homo_lumo_gap_ev": [6.130, 4.453],
  "e_above_lowest_ev": 1.6053,
  "max_force_ev_per_a": 2.75,
  "homo_energy_ev": [-16.15, -16.15],
  "lumo_ev": [-10.02, -11.69],
  "e_tot_ha": -5226.0607,
  "total_charge": 3,
  "symbols": ["Ir", "N", "C", "N", "C", "C", "C", "C", "C", "C", "H", "H", "H", "H", "H", "H", "Br", "C", "C", "C", "C", "C", "C", "I", "H", "H", "H", "H", "C", "N", "C", "C", "N", "C", "S", "H", "H", "H", "H", "H", "H", "H", "H", "C", "C", "N", "C", "S", "N", "C", "C", "H", "H", "H", "H", "H", "H", "H", "H", "H", "H", "H", "H", "N", "N", "H", "H", "H", "H", "C", "C", "C", "C", "H", "H", "H", "H", "H", "H", "H", "H", "H"],
  "coordinates": [[0.019, 1.113, 1.156], [3.576, 0.859, 3.437], [2.818, 1.219, 2.407], [1.645, 0.589, 2.416], [1.663, -0.256, 3.542], [0.733, -1.181, 4.019], [1.073, -1.876, 5.162], [2.301, -1.680, 5.813], [3.236, -0.785, 5.335], [2.885, -0.083, 4.189], [4.505, 1.209, 3.622], [3.125, 1.939, 1.669], [-0.207, -1.363, 3.515], [0.378, -2.600, 5.566], [2.523, -2.252, 6.703], [4.191, -0.645, 5.824], [-4.537, 0.815, 2.608], [-4.112, 2.595, 3.076], [-5.132, 3.533, 3.100], [-4.850, 4.853, 3.424], [-3.554, 5.248, 3.720], [-2.525, 4.318, 3.702], [-2.816, 3.000, 3.377], [-1.254, 1.612, 3.533], [-6.144, 3.226, 2.876], [-5.656, 5.574, 3.451], [-3.341, 6.275, 3.983], [-1.518, 4.614, 3.961], [-0.406, -4.655, -3.644], [-1.546, -3.763, -3.751], [-2.771, -4.182, -4.447], [-3.663, -2.930, -4.374], [-2.906, -2.085, -3.443], [-1.704, -2.593, -3.157], [-0.516, -1.824, -2.182], [-0.205, -5.088, -4.622], [-0.615, -5.460, -2.937], [0.463, -4.096, -3.312], [-3.207, -5.040, -3.933], [-2.539, -4.473, -5.469], [-4.656, -3.148, -3.989], [-3.759, -2.439, -5.341], [-3.216, -1.201, -3.084], [-1.152, 2.140, -4.551], [0.204, 1.469, -4.408], [0.519, 1.123, -3.008], [1.193, 1.770, -2.093], [1.606, 0.882, -0.586], [1.732, 2.975, -2.186], [1.780, 3.928, -3.315], [2.968, 3.686, -4.231], [-1.349, 2.356, -5.600], [-1.199, 3.081, -3.998], [-1.944, 1.485, -4.188], [1.006, 2.069, -4.824], [0.215, 0.520, -4.943], [0.152, 0.209, -2.723], [2.333, 3.205, -1.410], [1.845, 4.914, -2.857], [0.831, 3.895, -3.843], [3.908, 3.857, -3.708], [2.925, 4.374, -5.074], [2.980, 2.667, -4.622], [-1.520, -1.295, 1.548], [-0.517, -0.754, 0.691], [-1.603, -2.290, 1.348], [-2.403, -0.837, 1.339], [-0.760, -0.837, -0.333], [0.318, -1.341, 0.784], [-2.818, 1.410, -1.059], [-2.483, 2.475, -0.022], [-3.038, 3.842, -0.463], [-0.983, 2.645, 0.166], [-3.894, 1.385, -1.233], [-2.517, 0.406, -0.753], [-2.322, 1.626, -2.008], [-2.958, 2.219, 0.920], [-2.613, 4.144, -1.423], [-2.827, 4.620, 0.270], [-4.120, 3.772, -0.582], [-0.734, 3.441, 0.892], [-0.504, 2.866, -0.784]]
}



(7)
{
  "formula": "C35H37BeFP2",
  "method": "ωB97M-V/def2-TZVPD",
  "molar_mass_g_mol": 547.64,
  "homo_lumo_gap_ev": [5.031, 5.489],
  "max_force_ev_per_a": 4.25,
  "homo_energy_ev": [-4.56, -4.99],
  "lumo_ev": [0.47, 0.50],
  "e_tot_ha": -2153.0382,
  "symbols": ["Be", "C", "C", "C", "C", "C", "C", "C", "C", "C", "H", "H", "H", "H", "H", "H", "H", "H", "H", "H", "H", "H", "H", "H", "H", "P", "P", "C", "C", "C", "C", "C", "C", "C", "C", "C", "C", "C", "C", "C", "C", "C", "C", "C", "C", "C", "C", "C", "C", "C", "C", "C", "C", "H", "H", "H", "H", "H", "H", "H", "H", "H", "H", "H", "H", "H", "H", "H", "H", "H", "H", "H", "H", "H", "H", "F"],
  "coordinates": [[-0.353, 0.828, -5.026], [-1.921, 1.169, -5.779], [-1.832, -0.182, -5.537], [-1.201, -1.203, -6.416], [0.196, -0.836, -6.943], [1.002, 0.070, -6.057], [0.971, 1.445, -5.986], [0.130, 2.310, -6.854], [-1.364, 1.873, -6.950], [0.725, 0.281, -0.752], [-2.532, 1.768, -5.093], [-2.599, -0.586, -4.864], [-1.878, -1.419, -7.250], [-1.126, -2.149, -5.866], [0.757, -1.775, -7.084], [0.105, -0.405, -7.947], [1.883, -0.410, -5.635], [1.781, 1.959, -5.473], [0.558, 2.422, -7.879], [0.137, 3.314, -6.400], [-1.975, 2.765, -7.102], [-1.507, 1.234, -7.820], [0.090, 1.102, -1.122], [1.093, 0.577, 0.271], [0.036, -0.575, -0.511], [-1.569, -0.664, -2.191], [1.984, -0.021, -1.989], [-0.248, -1.286, -3.311], [1.085, -0.958, -3.230], [-2.490, -2.174, -1.858], [-2.764, -3.194, -2.788], [-3.471, -4.316, -2.357], [-3.879, -4.424, -1.026], [-3.616, -3.403, -0.109], [-2.926, -2.269, -0.519], [-2.897, 0.608, -2.622], [-2.652, 2.006, -2.756], [-3.674, 2.922, -2.993], [-5.006, 2.485, -3.058], [-5.289, 1.125, -2.874], [-4.253, 0.216, -2.650], [3.447, -0.998, -1.563], [3.214, -2.343, -1.223], [4.297, -3.181, -0.966], [5.603, -2.718, -1.080], [5.830, -1.393, -1.431], [4.771, -0.525, -1.686], [2.711, 1.590, -2.536], [2.728, 2.591, -1.547], [3.092, 3.900, -1.840], [3.497, 4.245, -3.125], [3.657, 3.235, -4.071], [3.389, 1.896, -3.739], [-0.484, -2.200, -3.886], [1.769, -1.517, -3.893], [-2.424, -3.111, -3.823], [-3.691, -5.109, -3.069], [-4.393, -5.315, -0.693], [-3.942, -3.479, 0.926], [-2.707, -1.456, 0.174], [-1.640, 2.389, -2.807], [-3.433, 3.990, -3.119], [-5.809, 3.208, -3.211], [-6.336, 0.778, -2.900], [-4.515, -0.818, -2.453], [2.184, -2.714, -1.179], [4.088, -4.201, -0.664], [6.427, -3.391, -0.900], [6.843, -1.023, -1.506], [4.976, 0.513, -1.967], [2.446, 2.342, -0.524], [3.003, 4.656, -1.070], [3.663, 5.286, -3.393], [3.976, 3.498, -5.085], [3.704, 1.116, -4.440], [-0.134, 1.534, -3.697]]
}



(8)
{
  "formula": "C5H8N2O",
  "method": "ωB97M-V/def2-TZVPD",
  "molar_mass_g_mol": 112.13,
  "smiles": "[H]/N=C1\\C=C[C@H](C)N1O",
  "homo_lumo_gap_ev": 9.182,
  "e_above_lowest_ev": 4.2176,
  "max_force_ev_per_a": 5.87,
  "homo_energy_ev": -8.52,
  "lumo_ev": 0.66,
  "e_tot_ha": -379.9332,
  "symbols": ["C", "C", "C", "C", "C", "H", "H", "H", "H", "H", "H", "H", "H", "N", "N", "O"],
  "coordinates": [[0.642, -1.236, 1.312], [0.988, -0.033, 0.468], [1.175, -0.268, -0.916], [0.118, 0.046, -1.643], [-0.926, 0.642, -0.769], [-0.424, -1.515, 1.090], [1.407, -2.066, 1.136], [0.681, -0.983, 2.326], [1.850, 0.697, 0.755], [2.124, -0.547, -1.390], [-0.085, 0.275, -2.836], [-2.360, 0.842, -1.924], [-1.761, 1.132, 1.289], [-2.239, 1.040, -0.971], [-0.269, 0.716, 0.419], [-0.919, 1.259, 1.654]]
}